Computed, not measured: a cluster of 8 separate species, C36H96N8O10 in total in a non-equilibrium geometry, with ωB97M-V/def2-TZVPD.

```
150
Properties=species:S:1:pos:R:3:forces:R:3
C 9.117 9.671 1.573 -0.715 0.944 -2.260
O 7.767 9.218 1.201 1.107 0.920 3.713
C 7.731 8.649 -0.037 -0.139 0.108 -0.839
C 6.382 7.974 -0.315 0.165 0.879 0.390
C 6.087 6.776 0.609 -0.340 0.957 -1.128
N 6.276 7.660 -1.709 -0.289 -1.288 -0.430
H 9.309 10.473 0.861 0.472 -0.109 -0.807
H 9.875 8.904 1.414 -0.161 -0.213 0.300
H 9.320 10.302 2.438 -1.162 -1.045 0.985
H 7.900 9.435 -0.773 0.007 0.143 -0.534
H 8.568 7.957 -0.127 0.026 -0.622 -0.334
H 5.540 8.652 -0.177 0.355 0.591 0.455
H 7.002 6.336 1.006 -0.282 -0.239 0.017
H 5.504 6.153 -0.070 0.132 -0.730 0.493
H 5.407 7.147 1.375 0.352 -0.384 0.337
H 6.862 6.876 -1.958 0.129 0.268 -0.493
H 6.289 8.438 -2.353 0.342 -0.178 0.143
C -4.162 -2.645 7.839 -0.178 -0.937 1.201
O -3.712 -4.026 7.905 -0.863 0.574 0.635
C -4.179 -4.779 9.059 0.564 0.514 -0.323
C -3.588 -6.147 8.957 -1.058 -1.346 -0.117
C -4.032 -6.912 7.721 0.893 0.406 -1.315
N -4.156 -6.914 10.119 0.676 1.245 -1.167
H -3.746 -2.060 7.019 0.194 -0.713 -0.207
H -3.870 -2.145 8.763 0.069 0.157 0.146
H -5.251 -2.620 7.800 -0.118 0.041 -0.200
H -3.859 -4.404 10.031 0.701 0.865 -0.022
H -5.237 -4.899 9.289 -0.618 0.339 -1.227
H -2.504 -6.033 8.959 0.209 -0.283 0.154
H -3.720 -7.957 7.711 -0.655 -0.366 0.757
H -3.473 -6.642 6.826 0.062 0.854 -0.018
H -5.074 -6.732 7.455 -0.103 -0.432 0.364
H -3.691 -6.514 10.921 0.017 -0.811 0.564
H -3.940 -7.881 9.923 0.209 -0.106 0.774
C -2.332 6.531 4.377 0.591 -0.402 -0.185
O -3.684 6.212 4.074 1.197 -0.630 1.911
C -4.544 7.266 4.380 -1.076 0.888 -1.682
C -4.639 8.099 5.690 0.151 -1.302 -0.063
C -5.091 7.239 6.849 0.688 0.273 0.714
N -5.523 9.215 5.460 -0.307 0.352 -1.209
H -2.002 7.381 3.779 0.111 0.076 -0.169
H -1.682 5.672 4.212 -0.346 -0.156 -0.787
H -2.044 6.730 5.410 -0.924 0.415 0.476
H -4.362 7.974 3.572 0.312 0.895 -0.082
H -5.532 6.926 4.070 -0.347 -0.374 0.593
H -3.646 8.528 5.828 0.064 -0.046 0.500
H -4.172 6.851 7.288 -0.258 -0.861 -0.010
H -5.822 6.486 6.555 0.328 -0.231 -0.086
H -5.539 7.781 7.682 -0.073 0.486 -0.219
H -5.453 9.296 4.455 0.181 1.165 -0.510
H -6.506 8.984 5.491 -0.288 -0.546 0.808
C 2.029 11.196 8.742 0.608 -1.169 0.052
O 2.815 10.490 7.743 -1.805 2.496 0.757
C 3.504 9.419 8.272 -0.013 -2.059 -1.002
C 4.658 9.260 7.282 -0.335 -2.354 -0.480
C 5.577 8.081 7.447 -1.348 -1.822 0.576
N 5.481 10.387 7.319 0.627 2.194 -0.038
H 1.365 11.961 8.339 0.808 0.246 -0.378
H 2.763 11.491 9.492 -0.324 0.834 0.104
H 1.336 10.540 9.268 -0.012 -0.581 -0.076
H 3.792 9.433 9.323 0.378 0.846 0.148
H 2.799 8.591 8.213 0.209 -0.722 -0.007
H 4.224 9.256 6.282 -0.791 -0.614 -0.064
H 6.493 8.000 6.861 0.182 1.043 0.319
H 5.092 7.162 7.118 -0.477 -0.247 0.254
H 5.690 8.005 8.528 0.899 -0.303 -0.040
H 5.759 10.371 6.348 0.993 0.992 -0.038
H 4.761 11.095 7.362 0.403 1.220 -0.096
C 2.804 -1.057 3.593 0.255 -0.078 -0.060
O 2.149 -1.149 2.309 0.717 0.263 1.672
C 2.447 -2.369 1.648 -0.553 0.797 -0.817
C 1.551 -3.567 2.073 1.027 -2.878 0.295
C 2.279 -4.719 2.847 0.990 1.217 0.397
N 1.006 -4.254 0.898 -0.560 1.171 -1.206
H 2.902 -0.056 4.012 -0.656 0.416 -0.714
H 3.847 -1.369 3.542 0.104 -0.420 -0.320
H 2.329 -1.630 4.389 -0.310 -0.380 -0.205
H 2.330 -2.105 0.597 -1.107 -0.358 -0.200
H 3.527 -2.483 1.558 0.342 -0.857 1.144
H 0.684 -3.316 2.684 0.414 0.980 0.344
H 1.700 -5.640 2.923 -0.257 0.293 0.201
H 2.607 -4.352 3.820 -0.498 -0.152 0.434
H 3.251 -5.006 2.446 -0.109 0.086 -0.793
H 0.162 -3.732 0.710 -0.182 -0.006 -0.816
H 0.678 -5.203 1.007 0.379 -0.094 0.640
C 0.322 -3.645 -8.460 -0.482 -0.291 -0.826
O -0.155 -3.217 -9.772 -0.577 1.747 2.196
C -0.480 -4.165 -10.728 0.207 -1.406 -1.079
C -1.252 -3.552 -11.957 -1.347 0.907 1.249
C -2.585 -2.851 -11.542 0.733 0.683 1.206
N -1.650 -4.455 -13.071 1.266 -0.028 0.468
H -0.377 -4.263 -7.897 -0.189 -1.026 -0.794
H 0.373 -2.885 -7.681 0.343 1.145 -1.024
H 1.309 -4.091 -8.587 -0.077 -0.279 0.227
H 0.486 -4.559 -11.044 0.055 -0.400 -0.731
H -1.015 -5.030 -10.335 -0.463 -0.036 0.371
H -0.573 -2.744 -12.228 0.023 -0.163 -0.932
H -3.218 -2.604 -12.394 0.027 -0.321 -0.071
H -2.433 -1.893 -11.046 0.387 0.158 0.023
H -3.134 -3.402 -10.778 -0.212 -0.490 -0.319
H -1.976 -5.344 -12.720 0.173 -0.229 0.265
H -2.477 -4.045 -13.480 0.135 0.027 -0.224
C -2.444 -10.570 -1.915 1.087 0.209 -0.788
O -1.245 -10.177 -2.743 -1.502 -0.879 4.705
C -1.405 -10.405 -4.069 0.324 0.850 -1.110
C -0.005 -10.515 -4.709 -0.367 0.034 -0.030
N -0.139 -10.902 -6.121 1.852 -0.470 0.726
C 1.173 -11.352 -6.739 -1.061 1.288 -0.994
C 1.791 -10.103 -7.377 0.449 0.487 -1.271
O 3.192 -10.253 -7.735 -0.474 -0.722 1.240
C 3.839 -9.017 -8.003 -1.052 -0.427 0.233
H -2.139 -10.831 -0.902 0.422 0.240 -0.203
H -2.974 -11.437 -2.310 0.466 -0.305 -0.418
H -3.238 -9.827 -1.844 0.411 0.658 -0.239
H -1.942 -9.512 -4.389 -0.258 -0.185 -1.266
H -2.016 -11.299 -4.190 0.064 -0.269 -0.680
H 0.622 -11.166 -4.099 -0.272 -0.911 0.019
H 0.591 -9.609 -4.597 -0.546 0.613 -0.341
H -0.803 -11.662 -6.150 0.090 -0.218 -0.167
H 0.835 -12.007 -7.542 0.462 -0.227 -0.009
H 1.988 -11.827 -6.193 -0.540 -0.289 0.882
H 1.600 -9.188 -6.818 0.419 -0.101 0.803
H 1.227 -9.880 -8.282 -0.053 -0.149 -0.446
H 3.667 -8.339 -7.167 -0.317 0.424 -0.125
H 3.363 -8.708 -8.934 0.553 0.939 -0.113
H 4.925 -9.097 -8.052 -0.159 -0.584 -0.408
C -5.093 -2.560 -2.078 1.375 -0.613 1.055
O -4.579 -1.271 -1.941 0.136 0.845 -0.759
C -3.974 -0.856 -3.153 -0.155 -0.054 0.031
C -3.645 0.596 -3.070 -0.267 0.049 0.438
N -3.253 1.133 -4.343 1.117 0.624 0.794
C -3.571 2.545 -4.540 0.126 -1.072 -1.796
C -3.176 2.921 -5.992 1.176 1.437 -0.315
O -1.851 3.556 -6.233 -1.163 -0.203 1.707
C -0.825 2.744 -5.700 0.869 -0.131 -0.797
H -5.307 -2.857 -1.051 -1.018 -0.129 -0.256
H -4.252 -3.212 -2.309 0.055 -0.421 -0.559
H -5.860 -2.668 -2.845 -0.333 0.071 0.285
H -4.662 -1.003 -3.985 -0.241 -0.210 -0.220
H -3.056 -1.405 -3.363 0.092 -0.453 0.035
H -2.887 0.696 -2.294 0.344 0.324 -0.057
H -4.532 1.082 -2.663 -0.319 0.313 -0.067
H -3.423 0.551 -5.151 -0.282 0.194 0.175
H -3.133 3.263 -3.846 0.459 -0.393 0.200
H -4.651 2.635 -4.422 -0.362 0.499 -0.164
H -3.892 3.663 -6.346 0.130 -0.017 -0.187
H -3.115 2.103 -6.710 -0.713 -0.565 0.353
H -0.726 2.642 -4.620 -0.915 -0.114 0.193
H 0.160 3.136 -5.954 -0.164 0.491 -0.501
H -0.885 1.782 -6.209 0.055 -0.477 0.409
```
Positions in Å, forces in eV/Å.

- relative energy (zero: lowest compared OMol25 entry of this formula, charge and spin) (kJ/mol) = 722.11
- SMILES = COC[C@H](C)N.COC[C@H](C)N.COC[C@H](C)N.COC[C@H](C)N.COC[C@H](C)N.COC[C@H](C)N.COCCNCCOC.COCCNCCOC
- lowest unoccupied orbital energy (Ha) = 0.0167
- frontier orbital gap (Ha) = 0.3330
- net charge = 0